# 1
Density functional theory data (ωB97M-V with the def2-TZVPD basis set) for a molecular structure, C58H49Cl2O2P2PdSi.

Properties
Energy = -4410.36993 a.u.
Maximum force = 3.03 eV/A
Molecular weight = 1045.4 g mol⁻¹
Energy relative to the best compared isomer or geometry (same formula, charge and spin) = 41.32 kcal/mol
LUMO level (alpha / beta) = -2.1030 / -5.3700 eV
HOMO-LUMO gap (alpha / beta) = 0.3014 / 0.1814 Ha
Highest occupied orbital energy (alpha / beta) = -10.304 / -10.305 eV

```
! RIJCOSX wB97M-V def2-TZVPD def2/J DEFGRID3
* xyz 1 3
C -2.8438 2.8650 2.2688
C -4.1590 5.0578 1.2781
H 3.9442 -1.6775 0.1380
C -3.6959 3.1952 4.5990
H 3.8581 -4.4971 -3.8961
H -0.0355 -8.0280 -0.1799
C -1.3660 -3.3752 4.5478
H -4.9697 1.8126 5.6797
H -4.6189 1.6623 -4.8578
C 0.5820 -5.9969 0.1029
C 4.5582 0.9879 3.4810
C -2.3705 2.9905 -2.7105
O 0.8198 -1.8844 0.7029
C -2.5022 2.0820 -1.6676
H -2.8203 -5.0350 -1.4134
H 2.4060 -4.2583 5.1487
P -1.6001 2.1449 -0.0858
C -0.6221 0.9874 4.2275
C 3.9510 -5.0743 3.8986
C -1.6446 -1.9266 2.2169
H 5.3142 -5.7867 2.4095
H 4.5238 -5.4688 4.7244
H -2.3888 2.9044 7.0564
H 3.1769 5.1685 -0.3772
H -4.8313 5.3782 3.2677
C -3.5824 3.6450 3.1537
H -4.9151 0.0914 -2.9809
H 4.9753 -1.0004 2.8094
H 1.4663 0.0032 -3.1183
C 0.6268 3.2114 -1.4114
C -1.5253 -6.6439 -0.8465
H 2.4320 3.8719 -2.3398
H 3.9990 -4.8979 0.5233
H 5.5966 1.2542 3.6098
H -4.6891 1.3533 3.9967
C 4.9886 -3.0916 -2.7435
H -1.7519 -1.3488 1.2856
H 1.6796 -1.4949 -2.1174
C -3.1379 2.8351 -3.8538
C 2.8055 -3.8820 -2.1417
C 2.2416 4.6325 -0.3464
C -0.9806 -4.3231 -0.5852
C 2.2412 1.5812 3.5863
C -0.7153 -1.5149 3.1726
C -0.1623 3.2433 -0.2638
H -5.7888 2.6821 4.3728
H 0.3080 2.6339 -2.2695
H -2.2192 -7.4133 -1.1534
Si 1.4750 -3.2443 0.3538
C 1.8742 0.2878 3.1984
H -0.4090 1.5701 7.5391
H 0.1124 -1.9355 5.1128
C -0.1300 0.9212 5.5249
C 3.5685 1.9202 3.7461
C -3.4027 4.2848 0.4168
H 1.0916 -3.4017 3.2556
C -4.2392 4.7486 2.6264
C 2.7639 -4.4034 4.1395
H -0.3138 3.9595 1.7569
H -2.8446 -4.6929 3.7299
C -0.7821 1.6153 6.5271
C 2.8726 -0.6335 2.9034
C -0.5922 -2.2403 4.3527
C -3.9629 4.3593 5.5535
C -3.4193 1.0344 -1.7705
C -0.3009 -6.9865 -0.2995
H -1.6652 3.8066 -2.6434
C 3.9290 -2.2974 -0.7472
H -3.3317 4.5368 -0.6301
H 5.8559 -1.6539 -1.4068
C 2.8272 -3.1152 -0.9822
H 3.8301 2.9183 4.0634
C -2.2647 -3.7929 3.5794
C -4.0410 1.7878 -3.9542
H -3.5121 0.3295 -0.9503
H 1.4785 2.3276 3.7587
C -2.4277 2.4482 4.9656
H -4.6920 5.9170 0.9014
C 3.6546 -4.7540 1.5360
C 3.8800 -3.8747 -3.0135
O -2.1610 1.7504 2.6638
C -1.8662 -5.3089 -0.9888
C 1.2613 -0.4881 -2.1712
H -1.2484 -3.2832 -0.6951
H -4.8786 4.8753 5.2826
C 1.8211 3.9080 -1.4512
C -1.7660 1.7332 3.9723
Pd -0.3386 0.2116 0.4827
H 0.7678 0.3581 5.7370
H -4.0959 3.9905 6.5660
H 5.8423 -3.1137 -3.4042
H -3.0353 3.5358 -4.6694
C -4.8638 2.1927 4.6671
C -1.9089 2.3725 6.2515
C 2.0223 -3.9139 3.0762
C 2.4803 -4.0702 1.7851
C 0.2550 -4.6575 -0.0522
H 1.8023 5.2092 1.6665
H 2.6084 -1.6227 2.5635
H 1.9478 -4.5023 -2.3593
P 0.1047 0.0857 2.8167
Cl -0.4812 -0.6054 -1.9324
C -2.4074 -3.0620 2.4111
C 0.2791 3.9543 0.8525
C 5.0032 -2.2815 -1.6181
C -2.7229 3.1822 0.9175
C 1.4700 4.6531 0.8031
Cl 1.9417 0.4789 -0.8483
H 1.5282 -6.2812 0.5406
C -4.1941 0.8934 -2.9066
H -1.2681 -3.9492 5.4590
C 4.2054 -0.2802 3.0474
C 4.3927 -5.2571 2.5984
H -3.1113 -3.3796 1.6553
H -3.1383 5.0693 5.5417
*
```



# 2
Density functional theory data (ωB97M-V with the def2-TZVPD basis set) for 3 unconnected molecules or ions with the total composition C6H10Cl2FNO5.

Properties
SMILES = O=C1OC[C@@H](F)O1.C[N+](=O)[O-].ClCCCl
Energy = -1685.70260 a.u.
Maximum force = 3.54 eV/A
Molecular weight = 266.1 g mol⁻¹
Energy relative to the best compared isomer or geometry (same formula, charge and spin) = 0.10 kcal/mol
LUMO level = 0.0367 eV
HOMO-LUMO gap = 0.4021 Ha
Highest occupied orbital energy = -10.905 eV

```
! RIJCOSX wB97M-V def2-TZVPD def2/J DEFGRID3
* xyz 0 1
H 27.0676 -19.4977 -5.8536
H 21.6883 -25.8292 -5.0817
H 25.5510 -17.0024 -5.0009
N 23.0945 -22.0504 -3.3453
H 20.0626 -26.0643 -4.9708
Cl 24.7437 -19.4278 -6.7322
H 27.2175 -17.1565 -4.9105
C 20.4795 -25.1707 -6.8330
C 23.4384 -21.8947 -4.7255
O 21.1750 -27.2743 -6.3515
C 20.8439 -26.0612 -5.7307
C 26.3938 -18.7473 -6.2669
H 19.4338 -24.9299 -6.6415
H 22.7074 -22.3043 -5.4226
H 23.4545 -20.8068 -4.7912
O 23.6339 -21.3458 -2.4929
O 20.7003 -25.9415 -7.9893
H 24.4035 -22.3090 -5.0171
F 21.1970 -24.0615 -6.9727
C 21.1317 -27.1543 -7.7086
H 26.9034 -18.3058 -7.1234
Cl 26.3646 -18.5350 -3.3998
C 26.3216 -17.7732 -4.9826
O 22.2194 -22.8711 -3.0502
O 21.4612 -27.9465 -8.5747
*
```



Q: Number 1 is which compound?
A: C58H49Cl2O2P2PdSi